No. 1
Entry from the OMol25 dataset: a molecular structure, C37H48ClN8O7P2Re in a non-equilibrium geometry (the ωB97M-V functional and the def2-TZVPD basis).

Atoms and positions in Å:
Re (1.709, -0.334, -0.767)
Cl (2.813, 0.917, 6.324)
C (2.599, 0.908, 4.605)
C (2.193, 2.109, 3.968)
C (1.983, 2.140, 2.608)
C (2.122, 0.948, 1.865)
O (1.837, 1.035, 0.602)
C (2.586, -0.246, 2.492)
C (2.623, -1.489, 1.816)
N (2.342, -1.716, 0.549)
C (2.521, -3.035, 0.040)
C (3.117, -4.074, 0.705)
C (3.172, -5.340, 0.076)
C (2.683, -5.534, -1.194)
C (2.192, -4.459, -1.935)
C (1.778, -4.528, -3.280)
C (1.301, -3.428, -3.932)
C (1.204, -2.224, -3.227)
N (1.617, -2.112, -1.950)
C (2.119, -3.207, -1.281)
C (2.820, -0.241, 3.880)
H (2.033, 2.962, 4.631)
H (1.539, 3.007, 2.146)
H (2.861, -2.319, 2.421)
H (3.499, -4.030, 1.719)
H (3.521, -6.211, 0.610)
H (2.660, -6.513, -1.616)
H (1.858, -5.449, -3.804)
H (0.951, -3.454, -4.945)
H (0.775, -1.342, -3.683)
H (3.063, -1.174, 4.404)
N (5.052, -0.336, 0.171)
C (4.851, 0.079, -1.074)
N (5.935, 0.362, -1.770)
C (5.746, 0.848, -2.983)
N (6.791, 1.305, -3.636)
N (4.527, 1.049, -3.575)
C (3.543, 0.764, -2.814)
N (3.583, 0.206, -1.554)
C (2.190, 1.163, -3.262)
C (2.038, 1.881, -4.469)
C (0.807, 2.347, -4.764)
C (-0.267, 2.080, -3.907)
C (-0.076, 1.321, -2.784)
N (1.148, 0.882, -2.448)
H (6.014, -0.341, 0.445)
H (4.315, -0.142, 0.811)
H (7.677, 1.260, -3.140)
H (6.772, 1.758, -4.546)
H (2.888, 2.215, -5.012)
H (0.611, 2.916, -5.664)
H (-1.216, 2.480, -4.153)
H (-0.883, 0.999, -2.134)
C (-5.503, 2.544, 1.290)
C (-4.653, 2.368, 2.535)
C (-5.014, 1.104, 3.310)
O (-3.211, 2.365, 2.274)
P (-2.210, 2.155, 1.084)
O (-0.811, 2.000, 1.528)
C (-2.766, 0.661, 0.170)
P (-1.625, -0.725, 0.215)
O (-0.234, -0.345, -0.270)
O (-2.116, -1.816, -0.747)
C (-3.408, -2.604, -0.472)
C (-4.434, -2.175, -1.492)
C (-3.024, -4.067, -0.430)
O (-1.620, -1.330, 1.655)
C (-0.628, -1.206, 2.691)
C (-0.092, -2.610, 2.920)
C (-1.333, -0.653, 3.925)
O (-2.482, 3.280, 0.015)
C (-2.184, 4.741, -0.050)
C (-1.064, 4.943, -1.071)
C (-3.380, 5.471, -0.515)
H (-6.558, 2.638, 1.545)
H (-5.412, 1.656, 0.668)
H (-5.199, 3.412, 0.770)
H (-4.812, 3.168, 3.247)
H (-5.077, 0.190, 2.725)
H (-5.963, 1.248, 3.788)
H (-4.318, 0.918, 4.114)
H (-2.959, 0.904, -0.862)
H (-3.734, 0.311, 0.616)
H (-3.711, -2.358, 0.554)
H (-4.107, -2.510, -2.485)
H (-4.486, -1.101, -1.516)
H (-5.448, -2.528, -1.255)
H (-2.567, -4.318, -1.373)
H (-3.919, -4.663, -0.265)
H (-2.321, -4.208, 0.349)
H (0.099, -0.441, 2.401)
H (-0.932, -3.189, 3.283)
H (0.686, -2.617, 3.701)
H (0.226, -2.998, 1.962)
H (-2.184, -1.259, 4.204)
H (-1.767, 0.360, 3.763)
H (-0.680, -0.643, 4.784)
H (-1.853, 5.096, 0.941)
H (-1.423, 4.661, -2.076)
H (-0.185, 4.368, -0.795)
H (-0.728, 5.986, -1.064)
H (-3.688, 5.290, -1.538)
H (-3.096, 6.510, -0.487)
H (-4.226, 5.358, 0.154)

Summary:
2S+1	4
total charge	+3
highest occupied orbital energy (alpha / beta)	-0.5638 / -0.5696	Eh
orbital gap (alpha / beta)	6.71 / 5.98	eV
relative energy (zero: lowest compared OMol25 entry of this formula, charge and spin)	0.000	eV

No. 2
Entry from the OMol25 dataset: a molecular structure, C37H48GeN9O5STeTl (the ωB97M-V functional and the def2-TZVPD basis).

Atoms and positions in Å:
Tl (-1.788, 0.195, -0.534)
N (-3.787, 1.227, 0.906)
N (-4.759, 0.265, 1.216)
C (-4.732, -0.957, 0.643)
N (-5.624, -1.847, 1.041)
N (-3.803, -1.108, -0.309)
N (-3.799, -2.219, -1.121)
O (-2.966, -2.166, -2.009)
O (-4.615, -3.109, -0.992)
H (-3.344, 1.480, 1.786)
H (-4.239, 2.035, 0.491)
H (-5.285, 0.397, 2.066)
H (-6.298, -1.614, 1.752)
H (-5.660, -2.742, 0.578)
N (1.363, -6.660, -0.514)
C (1.723, -7.843, 0.094)
C (2.322, -9.004, -0.390)
C (2.536, -10.008, 0.529)
C (2.170, -9.870, 1.882)
C (1.577, -8.723, 2.354)
C (1.350, -7.690, 1.438)
N (0.780, -6.451, 1.631)
C (0.805, -5.873, 0.461)
C (0.290, -4.527, 0.241)
C (-0.299, -3.851, 1.312)
C (-0.780, -2.576, 1.124)
N (-0.717, -1.940, -0.058)
C (-0.166, -2.591, -1.088)
C (0.352, -3.864, -0.985)
H (1.482, -6.438, -1.485)
H (2.606, -9.118, -1.428)
H (2.999, -10.930, 0.204)
H (2.361, -10.691, 2.560)
H (1.291, -8.610, 3.391)
H (-0.364, -4.332, 2.278)
H (-1.213, -2.037, 1.952)
H (-0.138, -2.066, -2.036)
H (0.787, -4.319, -1.864)
C (6.932, 3.995, 1.917)
C (5.805, 3.091, 1.519)
C (5.225, 2.220, 2.427)
C (4.198, 1.351, 2.070)
C (3.671, 0.452, 3.158)
C (3.739, 1.373, 0.737)
Te (2.155, 0.176, 0.169)
C (4.313, 2.261, -0.207)
C (3.864, 2.328, -1.641)
C (5.332, 3.096, 0.205)
H (7.045, 4.045, 2.998)
H (6.781, 5.004, 1.534)
H (7.871, 3.626, 1.498)
H (5.586, 2.205, 3.450)
H (4.472, -0.188, 3.529)
H (2.854, -0.191, 2.844)
H (3.327, 1.054, 4.002)
H (2.808, 2.590, -1.714)
H (3.999, 1.376, -2.155)
H (4.436, 3.082, -2.178)
H (5.782, 3.774, -0.512)
O (-2.845, 0.625, 3.421)
S (-1.423, 0.397, 3.507)
O (-0.959, -0.777, 4.167)
N (-0.797, 0.416, 1.941)
C (0.069, 1.389, 1.840)
O (0.757, 1.598, 0.760)
C (0.240, 2.265, 3.015)
C (1.087, 3.348, 3.171)
C (1.075, 3.995, 4.402)
C (0.252, 3.560, 5.437)
C (-0.587, 2.458, 5.285)
C (-0.567, 1.838, 4.056)
H (1.734, 3.671, 2.365)
H (1.719, 4.849, 4.562)
H (0.270, 4.085, 6.383)
H (-1.210, 2.108, 6.097)
C (-1.224, 4.597, -5.014)
C (-0.107, 3.575, -4.851)
C (0.499, 3.547, -3.452)
C (-0.467, 3.019, -2.384)
Ge (-1.080, 1.225, -2.908)
C (-2.717, 0.684, -3.832)
C (-4.043, 1.227, -3.314)
C (-4.163, 2.744, -3.310)
C (-5.521, 3.213, -2.806)
H (-1.600, 4.612, -6.037)
H (-0.859, 5.599, -4.782)
H (-2.069, 4.391, -4.354)
H (0.680, 3.763, -5.584)
H (-0.483, 2.570, -5.115)
H (0.827, 4.555, -3.180)
H (1.396, 2.923, -3.454)
H (-1.320, 3.682, -2.247)
H (0.034, 2.903, -1.422)
H (0.112, 0.301, -3.193)
H (-2.706, -0.406, -3.807)
H (-2.561, 0.968, -4.879)
H (-4.221, 0.845, -2.299)
H (-4.843, 0.806, -3.928)
H (-3.989, 3.124, -4.320)
H (-3.375, 3.177, -2.684)
H (-6.326, 2.843, -3.442)
H (-5.589, 4.300, -2.784)
H (-5.715, 2.845, -1.793)

Summary:
2S+1	1
total charge	+2
highest occupied orbital energy	-0.4404	Eh
orbital gap	6.03	eV
relative energy (zero: lowest compared OMol25 entry of this formula, charge and spin)	0.538	eV

No. 3
Entry from the OMol25 dataset: a molecular structure, C37H48GeN9O5STeTl in a non-equilibrium geometry (the ωB97M-V functional and the def2-TZVPD basis).

Atoms and positions in Å:
Tl (-0.955, -0.916, 0.078)
N (-1.574, 0.358, 2.761)
N (-2.942, 0.290, 3.083)
C (-3.837, -0.257, 2.228)
N (-5.121, -0.169, 2.545)
N (-3.280, -0.861, 1.177)
N (-4.059, -1.356, 0.169)
O (-5.266, -1.380, 0.211)
O (-3.399, -1.834, -0.743)
H (-1.045, -0.269, 3.365)
H (-1.246, 1.307, 2.922)
H (-3.262, 0.653, 3.971)
H (-5.416, 0.354, 3.352)
H (-5.807, -0.546, 1.901)
N (-4.343, 3.786, -4.392)
C (-5.073, 4.937, -4.594)
C (-5.614, 5.513, -5.744)
C (-6.298, 6.695, -5.566)
C (-6.445, 7.292, -4.296)
C (-5.910, 6.720, -3.168)
C (-5.208, 5.518, -3.326)
N (-4.569, 4.746, -2.384)
C (-4.070, 3.736, -3.051)
C (-3.310, 2.683, -2.403)
C (-2.984, 2.840, -1.051)
C (-2.264, 1.866, -0.416)
N (-1.852, 0.750, -1.046)
C (-2.153, 0.589, -2.344)
C (-2.876, 1.524, -3.047)
H (-4.033, 3.152, -5.107)
H (-5.504, 5.062, -6.719)
H (-6.737, 7.184, -6.424)
H (-6.992, 8.221, -4.220)
H (-6.017, 7.172, -2.193)
H (-3.295, 3.735, -0.532)
H (-1.987, 1.965, 0.623)
H (-1.823, -0.324, -2.819)
H (-3.092, 1.327, -4.086)
C (4.548, -6.280, 2.135)
C (3.297, -5.474, 1.974)
C (2.729, -4.810, 3.055)
C (1.565, -4.070, 2.934)
C (1.016, -3.408, 4.166)
C (0.930, -4.014, 1.668)
Te (-0.953, -3.252, 1.534)
C (1.516, -4.656, 0.547)
C (0.933, -4.583, -0.834)
C (2.682, -5.376, 0.729)
H (4.992, -6.150, 3.119)
H (5.285, -6.008, 1.378)
H (4.328, -7.340, 1.998)
H (3.215, -4.876, 4.021)
H (1.773, -3.394, 4.947)
H (0.150, -3.945, 4.555)
H (0.701, -2.382, 3.974)
H (0.437, -3.633, -1.033)
H (0.195, -5.373, -0.988)
H (1.721, -4.721, -1.572)
H (3.138, -5.869, -0.120)
O (-0.173, 3.917, -2.674)
S (1.105, 3.274, -2.661)
O (2.302, 3.998, -2.909)
N (1.230, 2.458, -1.190)
C (1.228, 1.202, -1.399)
O (1.282, 0.320, -0.398)
C (1.138, 0.714, -2.790)
C (1.142, -0.579, -3.283)
C (1.021, -0.748, -4.659)
C (0.923, 0.350, -5.507)
C (0.939, 1.653, -5.011)
C (1.044, 1.798, -3.645)
H (1.257, -1.432, -2.624)
H (1.021, -1.743, -5.080)
H (0.851, 0.189, -6.574)
H (0.883, 2.508, -5.669)
C (5.087, -2.110, 3.250)
C (5.290, -1.907, 1.756)
C (4.161, -2.469, 0.901)
C (2.826, -1.746, 1.099)
Ge (2.934, 0.106, 0.513)
C (2.989, 1.660, 1.671)
C (1.937, 1.820, 2.762)
C (1.777, 0.626, 3.692)
C (1.001, 0.959, 4.959)
H (5.922, -1.711, 3.822)
H (5.006, -3.172, 3.484)
H (4.181, -1.622, 3.614)
H (6.226, -2.380, 1.451)
H (5.433, -0.839, 1.538)
H (4.027, -3.531, 1.125)
H (4.448, -2.415, -0.153)
H (2.492, -1.809, 2.131)
H (2.053, -2.218, 0.482)
H (3.944, 0.250, -0.634)
H (2.924, 2.503, 0.977)
H (4.002, 1.696, 2.084)
H (0.974, 2.057, 2.296)
H (2.188, 2.704, 3.355)
H (2.764, 0.240, 3.963)
H (1.282, -0.192, 3.153)
H (1.551, 1.672, 5.571)
H (0.811, 0.077, 5.570)
H (0.037, 1.426, 4.733)

Summary:
2S+1	1
total charge	+2
highest occupied orbital energy	-0.4536	Eh
orbital gap	5.16	eV
relative energy (zero: lowest compared OMol25 entry of this formula, charge and spin)	0.848	eV

relative energy (zero: lowest compared OMol25 entry of this formula, charge and spin) of number 3 (C37H48GeN9O5STeTl)?
0.848 eV